{"formula": "C33H44BrN4O6Si4Ta", "method": "wB97M-V/def2-TZVPD", "species": ["Ta", "O", "C", "O", "C", "C", "C", "C", "C", "N", "C", "O", "O", "H", "H", "H", "H", "H", "Br", "C", "C", "C", "C", "C", "C", "N", "N", "C", "C", "C", "C", "O", "C", "N", "C", "C", "C", "C", "H", "H", "H", "H", "H", "H", "H", "H", "H", "C", "Si", "C", "C", "Si", "Si", "C", "C", "C", "Si", "C", "C", "C", "H", "H", "H", "H", "H", "H", "H", "H", "H", "H", "H", "H", "H", "H", "H", "H", "H", "H", "H", "H", "H", "H", "H", "H", "H", "H", "H", "C", "C", "O", "H", "H", "H"], "positions_angstrom": [[-0.037, 0.232, -0.179], [-3.669, 1.926, -1.215], [-2.699, 1.099, -0.938], [-2.015, 1.175, 0.119], [-2.453, -0.015, -1.837], [-3.266, -0.524, -2.804], [-2.977, -1.812, -3.326], [-1.991, -2.578, -2.754], [-1.174, -2.022, -1.751], [-1.319, -0.688, -1.445], [-0.280, -2.597, -0.829], [0.139, -3.852, -0.763], [0.181, -1.800, 0.077], [-3.751, 2.600, -0.519], [-4.144, 0.024, -3.122], [-3.601, -2.227, -4.105], [-1.865, -3.609, -3.063], [-0.309, -4.419, -1.405], [-0.757, -3.062, -6.838], [0.508, -1.659, -6.834], [1.837, -1.934, -7.103], [2.763, -0.900, -7.049], [2.367, 0.374, -6.673], [1.017, 0.656, -6.486], [0.083, -0.363, -6.575], [3.436, 1.345, -6.555], [3.486, 2.169, -5.626], [2.599, 2.087, -4.497], [1.854, 3.180, -4.155], [0.946, 3.148, -3.073], [0.827, 2.013, -2.333], [-0.032, 1.838, -1.292], [1.659, 0.916, -2.611], [1.530, -0.153, -1.761], [2.314, -1.201, -1.931], [3.280, -1.252, -2.946], [3.419, -0.193, -3.800], [2.579, 0.935, -3.664], [2.146, -2.938, -7.363], [3.808, -1.080, -7.271], [0.686, 1.668, -6.307], [-0.971, -0.153, -6.448], [1.930, 4.069, -4.769], [0.342, 4.014, -2.833], [2.209, -2.015, -1.225], [3.912, -2.125, -3.031], [4.186, -0.212, -4.564], [0.973, -0.161, 6.387], [1.315, 0.380, 4.644], [1.908, 2.142, 4.619], [2.481, -0.826, 3.807], [-0.676, 0.185, 3.386], [-1.416, -2.026, 3.078], [-2.184, -2.102, 4.784], [-0.172, -3.375, 2.886], [-2.734, -2.058, 1.763], [-2.265, 1.918, 3.623], [-2.437, 1.990, 5.474], [-3.909, 1.512, 2.861], [-1.518, 3.462, 2.919], [1.903, -0.096, 6.961], [0.619, -1.192, 6.450], [0.238, 0.485, 6.874], [2.996, 2.180, 4.716], [1.486, 2.681, 5.472], [1.625, 2.682, 3.714], [3.526, -0.521, 3.917], [2.283, -0.953, 2.738], [2.374, -1.812, 4.264], [-1.438, -1.986, 5.574], [-2.648, -3.086, 4.913], [-2.962, -1.348, 4.940], [0.511, -3.407, 3.738], [0.420, -3.295, 1.973], [-0.718, -4.323, 2.862], [-3.586, -1.438, 2.056], [-3.097, -3.078, 1.608], [-2.361, -1.682, 0.806], [-2.797, 1.044, 5.888], [-3.169, 2.761, 5.734], [-1.497, 2.243, 5.970], [-4.440, 0.758, 3.448], [-3.817, 1.143, 1.840], [-4.527, 2.415, 2.852], [-0.637, 3.771, 3.487], [-2.246, 4.277, 2.959], [-1.217, 3.322, 1.878], [2.966, 1.241, 1.237], [1.633, 0.687, 0.991], [0.593, 1.158, 1.609], [3.119, 1.569, 2.266], [3.018, 2.123, 0.584], [3.746, 0.551, 0.922]], "mulliken_charge": [1.301, -0.486, 0.091, -0.634, 0.273, -0.501, -0.882, -0.801, 1.253, 0.463, -0.289, -0.511, -0.876, 0.429, 0.620, 0.538, 0.457, 0.324, -0.158, 0.027, -0.577, -0.181, 0.015, -0.228, -0.438, -0.366, -0.500, -0.071, -0.682, -0.596, 0.577, -0.640, 0.325, -0.402, -0.242, -1.424, -0.479, 0.317, 0.466, 0.501, 0.542, 0.532, 0.492, 0.574, 0.697, 0.496, 0.696, -1.173, 0.750, -1.175, -1.007, 0.074, 1.044, -1.173, -0.974, -0.609, 0.826, -1.144, -0.749, -1.000, 0.409, 0.337, 0.328, 0.522, 0.384, 0.244, 0.439, 0.087, 0.401, 0.251, 0.437, 0.280, 0.391, 0.081, 0.447, 0.355, 0.484, -0.165, 0.332, 0.430, 0.271, 0.363, -0.084, 0.423, 0.310, 0.519, 0.073, -1.427, 0.546, -0.219, 0.264, 0.424, 0.335], "e_homo_ha": [-0.4528, -0.4457], "de_lowest_ev": 2.213, "e_lumo_ev": [-6.6, -6.8], "fmax_ev_per_a": 0.72, "mol_weight_g_mol": 965.93, "total_charge": 2, "orbital_gap_ha": [0.2097, 0.1945]}